(1)
Entry from the OMol25 dataset: a cluster of 4 separate species, C24H58N4O11S in total at a distorted geometry (wB97M-V/def2-TZVPD).

Frontier orbital gap in eV: 8.7

Structure (XYZ):
```
98
Properties=species:S:1:pos:R:3:forces:R:3
S 0.033 -0.268 2.381 -0.2082 0.8477 -0.4167
O -0.435 0.089 0.837 -0.5014 -0.5700 0.8624
O -0.455 3.770 -1.837 -0.1893 -0.0350 0.1523
O -3.438 3.819 -5.266 0.0899 0.0264 0.0736
O 1.154 -0.680 -1.740 -0.4381 -1.0351 1.4797
O 1.387 -0.735 2.257 0.4687 -0.3926 0.2636
O 1.533 -2.367 -0.279 -0.6330 0.3355 0.1525
O -1.498 -3.293 6.389 0.1388 -0.0817 0.1493
O -0.917 -1.556 2.713 0.5603 0.4733 -0.3719
O 1.011 2.605 -5.996 0.1298 0.0342 -0.1327
O 0.885 -3.529 10.282 -0.1902 0.0085 0.1146
O 3.150 5.655 -8.641 -0.1480 0.1599 0.0402
N -2.287 1.801 -3.139 0.1059 -0.0928 -0.0645
N -0.385 -6.558 1.308 -0.3990 -0.3402 0.0978
N 2.556 5.333 -5.736 0.1112 -0.1275 -0.0369
N -1.092 -5.233 8.841 0.1488 0.0192 -0.1173
C -0.834 1.857 -3.279 -0.1977 0.2080 0.0726
C -1.644 -5.494 7.515 -0.1417 0.0611 0.2149
C -2.836 2.564 -5.522 -0.0186 -0.1747 -0.2696
C -0.182 2.383 -2.021 0.3472 -0.0593 -0.2290
C -1.134 -4.661 6.343 -0.1008 -0.1537 -0.2299
C 0.340 -5.485 8.961 -0.2196 0.1558 -0.0172
C -0.261 -2.631 3.418 -0.5099 -1.0806 0.1528
C 0.884 -4.951 10.268 0.3262 -0.0915 -0.1001
C 0.064 -3.835 2.546 -0.2433 0.4514 -0.3620
C -0.548 -0.977 -0.096 0.3987 -0.4081 -0.5222
C 3.999 6.069 -7.578 0.3205 -0.1511 -0.0586
C -1.307 4.051 -0.745 0.0566 0.0797 -0.1122
C -0.047 -2.953 11.177 0.0755 0.0525 -0.1071
C 3.855 5.162 -6.375 -0.2832 -0.0134 0.0023
C -2.985 1.545 -4.396 -0.1793 0.0666 0.2301
C -2.646 4.728 -4.524 -0.1891 0.0813 -0.0488
C 2.124 2.872 -5.158 0.0106 -0.0580 0.2705
C 2.078 6.538 -8.908 0.0247 -0.1384 -0.0328
C -0.649 -2.469 7.171 -0.2078 0.1661 -0.0901
C 2.241 4.329 -4.722 -0.1744 0.2020 -0.0564
C -0.992 -4.120 1.476 -0.1008 -0.8788 -0.1185
C 1.212 2.870 -7.373 -0.2447 -0.0616 0.0440
C -1.444 -5.587 1.517 0.4932 0.3400 0.0883
C 0.785 -1.320 -0.772 0.6482 1.3417 -1.6000
H 1.838 5.310 -6.446 -0.0276 0.0270 -0.0151
H 5.027 5.993 -7.945 0.0040 0.0268 -0.0034
H -2.337 3.730 -0.939 -0.0068 -0.0620 0.1012
H 1.961 2.284 -4.252 -0.0311 -0.0417 -0.0280
H -1.791 2.695 -5.828 0.0390 0.0379 0.1341
H -0.581 -3.976 0.485 0.1398 0.3109 -0.2930
H -0.472 1.797 -1.146 -0.1022 0.0829 0.0548
H -2.722 -5.336 7.584 -0.0198 -0.0296 -0.0649
H 1.283 4.616 -4.280 0.0147 -0.0537 0.0903
H 1.607 6.211 -9.833 0.0277 -0.0284 -0.0107
H -0.005 -6.508 0.378 0.2198 0.0596 -0.1387
H 0.054 -3.375 12.181 -0.0431 -0.0110 0.0134
H 2.245 2.691 -7.679 0.0352 0.0602 0.0130
H -1.608 -5.060 5.440 -0.0171 0.0086 0.0030
H 0.902 2.290 -2.130 0.0057 -0.0615 0.0556
H 0.347 -6.486 1.993 0.2492 0.0539 0.0104
H 0.387 -2.814 7.153 0.0015 -0.0527 0.0515
H 0.911 -5.012 8.151 0.1307 -0.0877 0.0232
H 4.011 4.131 -6.721 0.1585 0.0133 -0.0127
H 0.924 3.893 -7.630 0.1293 0.0303 -0.0707
H -1.275 -4.269 9.082 -0.0217 0.0178 0.0405
H 0.334 -5.357 11.121 -0.1170 0.0503 -0.0255
H 0.561 2.199 -7.936 0.0129 -0.0413 0.0358
H -1.869 -5.757 2.501 -0.3011 -0.2500 0.1588
H -2.200 -5.769 0.763 -0.3211 -0.0037 -0.0474
H -0.457 0.851 -3.484 0.0300 0.0073 -0.0132
H -2.612 2.680 -2.761 -0.0303 0.0229 0.0133
H -0.535 2.508 -4.107 0.1571 -0.0910 -0.0166
H -1.580 4.604 -4.731 0.0209 -0.0539 0.0484
H -2.674 0.566 -4.773 0.0675 0.0137 -0.0253
H 0.600 -2.304 3.984 0.2540 0.3267 -0.0904
H 4.640 5.400 -5.652 0.0136 -0.0222 0.0148
H 1.043 -3.750 2.096 0.2783 0.0526 -0.0564
H 0.059 -4.687 3.221 0.3138 -0.1674 0.2658
H 0.161 -1.886 11.224 0.0366 -0.0004 -0.0214
H 3.820 7.113 -7.310 -0.1256 -0.0089 0.0340
H -0.949 3.572 0.171 -0.0423 -0.0283 0.0172
H -1.308 5.130 -0.599 0.0256 0.0092 -0.0251
H -0.982 -2.992 4.139 -0.3863 0.4115 0.2005
H -2.824 4.629 -3.449 0.1470 -0.0072 0.0334
H -2.943 5.737 -4.812 -0.0111 -0.0167 -0.0454
H 3.046 2.488 -5.608 -0.0201 0.0754 -0.1360
H 1.325 6.517 -8.113 0.0044 0.1170 0.0153
H 1.306 -3.131 -0.815 0.2563 -0.3573 -0.1881
H -1.079 -3.087 10.833 -0.0330 -0.0494 0.1013
H -1.188 -0.624 -0.890 -0.1587 0.3019 -0.1994
H -0.052 -4.765 6.192 0.0366 0.0611 0.1282
H -1.496 -6.553 7.281 0.0585 -0.0011 -0.0291
H 2.433 7.564 -9.039 -0.0281 0.0266 0.0266
H -3.362 2.159 -6.391 -0.0239 0.0176 0.0034
H -4.049 1.467 -4.158 -0.0237 -0.0189 -0.0730
H -0.999 -2.405 8.204 0.1336 -0.0415 0.0619
H -1.873 -3.494 1.564 -0.1192 0.2539 0.1347
H 1.925 -5.271 10.363 -0.0015 -0.0100 0.0261
H -1.006 -1.869 0.313 0.0270 0.0210 0.4451
H 2.987 4.396 -3.924 0.0399 -0.0307 -0.0126
H 0.514 -6.563 8.915 0.0059 -0.0128 -0.0249
H -0.691 -1.463 6.753 0.0012 -0.0230 -0.0556
```
Forces are in eV/Å.



(2)
Entry from the OMol25 dataset: a structure of composition C24H60BCdF4N4O4S at a distorted geometry (wB97M-V/def2-TZVPD).

Frontier orbital gap in eV: 8.0
Net charge: -1

Structure (XYZ):
```
99
Properties=species:S:1:pos:R:3:forces:R:3
Cd -1.864 -1.549 2.224 0.9680 -1.4761 2.5226
S -3.646 -2.709 0.656 -0.8652 -0.9538 -1.4753
F -1.355 0.077 0.937 0.3501 1.7209 -1.1672
F 0.147 -0.643 2.409 1.5348 0.5458 0.3019
F -0.101 1.657 2.096 0.0246 -0.3694 -0.0065
F -1.726 0.406 3.156 0.2725 1.3175 0.5217
O -3.784 -1.826 1.859 -4.7031 0.7388 0.6321
O -4.205 -2.174 -0.571 0.2871 0.5696 0.3346
O -2.135 -2.687 0.642 1.1364 -2.6997 -3.6014
O -4.163 -4.035 0.921 0.1346 -0.5208 0.5779
N 3.957 -0.562 0.112 0.9053 -0.2219 0.3489
N -2.022 -1.432 -3.812 0.6656 -0.4417 0.0433
N 0.516 5.681 -1.757 0.3152 -0.2323 -0.1534
N -1.407 -2.670 4.022 0.1847 -1.3669 1.0716
C 3.325 0.130 1.240 0.1711 -0.0909 -0.6474
C -0.124 -2.872 6.188 0.2986 0.1420 0.0562
C 4.333 -1.933 0.458 -0.3395 0.2235 -0.2910
C 0.544 4.243 -1.484 -1.0574 -0.0468 0.1979
C -1.549 -2.435 -2.857 -0.1354 -0.7084 0.6471
C 1.773 -0.938 -1.078 0.0043 -0.4061 -0.2480
C 1.318 7.904 -1.015 0.9770 -0.4227 0.9762
C -0.964 -4.006 3.540 0.7146 -0.1617 -0.7033
C -1.908 -1.909 -5.170 -0.7233 -0.0289 -1.0508
C 0.354 -3.950 2.757 0.0997 0.6123 0.6380
C -0.132 3.873 -0.160 0.8562 -0.2144 0.0980
C 3.227 1.623 1.010 -0.5446 0.7879 0.3570
C -2.277 -3.783 -2.936 0.0439 0.2728 -0.3488
C -2.741 -2.895 4.627 -0.4446 0.5776 0.3133
C 3.230 -0.474 -1.150 -0.4310 0.4138 0.6192
C -1.271 -0.197 -3.629 -0.2883 0.4384 -0.1751
C -2.822 -1.154 -6.166 0.7360 0.0439 0.4785
C -0.083 5.278 -4.167 -0.2798 0.2301 -0.1227
C 5.479 -2.030 1.453 0.0685 0.0586 -0.1542
C 1.436 6.376 -0.856 -0.7526 0.7912 -0.7799
C 0.862 5.923 -3.162 0.0842 -0.2701 0.1887
C -3.410 -1.630 5.154 -0.6923 -0.2761 0.0641
C -1.644 0.515 -2.335 0.0461 0.2632 -0.0239
C -0.435 -2.052 4.942 0.2214 0.0630 0.6110
B -0.724 0.438 2.133 0.7898 2.1302 0.0449
H 2.589 2.080 1.774 0.0831 -0.1425 0.1018
H -1.419 1.585 -2.381 0.1756 -0.0308 -0.1109
H 1.595 -1.790 -0.416 0.2688 0.0441 0.1410
H -2.251 -2.941 -5.240 0.0560 -0.0257 0.3262
H -1.475 0.444 -4.492 -0.1713 0.0596 0.1186
H -1.682 -2.069 -1.839 -0.1262 0.1940 -0.0869
H 1.934 8.316 -0.206 -0.2605 0.1897 0.0476
H 1.130 6.167 0.167 0.1665 -0.2873 0.0093
H 2.353 -0.326 1.465 -0.1443 0.1986 0.0392
H 1.464 -1.304 -2.058 -0.2924 0.3830 -0.0210
H -1.099 0.110 -1.487 -0.1502 -0.0567 0.0917
H 5.178 -1.705 2.449 0.1014 0.0928 -0.0113
H -2.100 -4.398 -2.054 0.0100 0.2575 0.1936
H -1.130 5.419 -3.889 0.0622 -0.0366 0.2394
H 2.471 6.041 -1.022 0.1031 -0.0192 0.1256
H 6.313 -1.426 1.093 0.0134 0.0643 0.1699
H -0.469 -2.644 -2.961 0.1343 0.2384 -0.2302
H -0.880 -1.931 -5.571 0.2107 0.2033 0.2179
H -1.922 -4.370 -3.788 -0.1573 -0.0087 -0.0548
H 0.871 6.989 -3.376 0.0073 0.0896 0.2826
H -0.038 3.764 -2.271 0.1306 -0.0522 -0.0123
H 0.560 3.967 0.681 -0.0864 0.2181 0.0415
H 0.285 8.197 -0.853 -0.0274 0.1896 -0.2621
H -2.569 -0.094 -6.236 -0.0717 0.0202 0.0623
H 4.192 2.130 1.068 0.1337 -0.2278 -0.0850
H 3.472 -2.495 0.854 -0.0527 -0.1230 -0.0579
H -3.595 -0.873 4.395 0.4751 0.0944 -0.0943
H -1.010 4.484 0.035 -0.0983 -0.0721 -0.1182
H 0.021 5.794 -5.124 0.1771 -0.1914 -0.0922
H 1.886 5.550 -3.332 0.1290 0.0624 -0.2111
H 4.625 -2.391 -0.490 0.0444 -0.2327 0.1154
H -0.864 -4.727 4.358 -0.0658 0.1392 0.2127
H -0.379 2.812 -0.160 -0.2768 0.0614 -0.0719
H -3.347 -3.601 -3.024 -0.0463 -0.1319 0.0563
H -1.010 -3.065 6.792 0.0206 -0.1448 -0.0115
H -3.852 -1.250 -5.830 -0.0839 -0.0021 -0.1794
H 5.826 -3.060 1.548 -0.0772 -0.0507 -0.0525
H 1.181 -3.681 3.422 0.0578 -0.2973 0.0435
H 3.228 0.582 -1.430 0.0359 -0.0514 -0.1952
H 1.769 8.329 -1.909 -0.3653 -0.1768 -0.2994
H 0.383 -3.802 5.931 -0.1794 -0.1302 0.0879
H -2.706 -3.629 5.441 0.2468 -0.0698 -0.0710
H -4.430 -1.900 5.450 0.1163 -0.1633 0.1568
H 1.558 3.814 -1.519 0.1517 0.1247 -0.0753
H -1.728 -4.415 2.877 -0.1959 0.2776 0.0033
H -0.180 -0.358 -3.669 0.0481 -0.2386 0.0675
H 0.087 4.213 -4.315 0.0461 0.0279 -0.0506
H -2.930 -1.214 6.039 0.1382 0.1265 -0.1237
H 3.773 -0.990 -1.942 0.1663 -0.1906 0.2074
H 0.580 -2.310 6.806 -0.0785 0.0379 0.0131
H 0.575 -4.901 2.280 -0.0715 0.0010 -0.0526
H 2.756 1.940 0.077 0.0359 -0.3535 -0.1142
H -2.715 0.439 -2.142 0.0165 -0.2143 0.0296
H -3.378 -3.309 3.844 0.0629 -0.0263 -0.0560
H 0.354 -3.146 2.022 -0.2307 -0.2314 -0.2961
H -0.781 -1.067 5.257 -0.3552 -0.0490 -0.2198
H -2.669 -1.576 -7.161 -0.2548 -0.0720 -0.0380
H 3.951 -0.017 2.120 0.0090 -0.0987 -0.0127
H 1.136 -0.129 -0.724 -0.2045 -0.0478 -0.1723
H 0.504 -1.840 4.437 -0.1429 -0.1812 -0.3572
```
Forces are in eV/Å.



(3)
Entry from the OMol25 dataset: a structure of composition C24H60BF4N4Na2O8 at a distorted geometry (wB97M-V/def2-TZVPD).

Frontier orbital gap (spin up / spin down) in eV: 4.5 / 2.6
Net charge: +2
Spin multiplicity: 2

Structure (XYZ):
```
103
Properties=species:S:1:pos:R:3:forces:R:3
Na 1.566 -2.900 -3.801 -0.8330 -0.0677 0.5273
Na 2.708 0.944 -3.953 -0.5662 0.4735 0.6347
F -0.324 0.197 -0.956 -0.7593 -0.7888 1.3850
F 0.626 -1.012 -2.665 -0.1555 -1.4990 -1.2638
F 1.879 0.301 -1.496 4.6087 -0.4566 2.4808
F 0.523 1.321 -2.672 -0.5872 0.1883 -1.9632
O -1.548 -0.653 3.656 1.8340 -1.6218 -1.0054
O 1.363 2.085 3.696 0.4262 -2.9858 -1.1033
O -0.572 -3.858 -2.149 -0.5717 1.5175 -0.2327
O -2.010 4.317 -2.387 -0.4555 0.6476 1.5849
O 4.844 -1.351 -0.807 -0.8887 -0.8067 0.9504
O 9.143 -1.051 0.411 -1.1003 0.2313 -0.0415
O -7.897 2.235 -0.737 -1.7192 0.4460 1.9777
O -3.504 -1.563 -0.969 -0.2527 -0.0678 0.3756
N 1.174 -0.621 3.076 -2.0618 -0.1991 -3.1623
N -5.574 4.497 -1.259 0.2936 1.4185 0.9129
N -3.261 -4.366 -1.661 0.5866 0.7016 0.2851
N 6.910 0.756 0.018 2.7471 -0.9798 1.6137
C -5.720 3.148 -0.759 0.5396 0.0332 0.0714
C -1.050 -5.177 -2.244 1.0005 -1.7817 0.5992
C -0.787 3.928 -1.730 -1.2685 0.9787 -1.0045
C -2.858 -0.904 4.085 -0.7311 1.2325 1.1609
C -0.110 -3.544 -0.811 0.8817 0.6273 -1.6221
C -9.103 1.893 0.058 1.0483 0.6710 1.0396
C 1.486 3.441 3.942 -0.2874 1.3089 -0.1024
C -1.128 -1.472 2.572 -0.3913 1.2393 -0.7627
C 9.385 0.154 -0.349 -0.4807 -1.9357 -0.3618
C -4.588 -2.521 -0.865 0.9257 -0.0002 0.4461
C -2.328 -5.490 -1.538 -1.7850 0.6494 1.1358
C 1.761 0.243 2.086 2.0431 1.7302 2.1829
C 4.836 0.072 -0.796 -0.3645 0.7983 -2.1698
C -3.897 -3.823 -0.445 -0.8543 -0.5052 -1.1271
C 10.193 -2.002 0.300 0.9126 1.8440 0.0166
C -3.984 -0.239 -0.834 -0.8779 -0.0090 -0.9907
C 0.377 -1.731 2.517 1.4345 0.0662 2.5890
C -2.981 4.629 -1.336 -1.4337 -0.4494 -2.2294
C 6.153 0.810 -1.141 -1.3123 0.8781 0.3983
C 8.350 1.198 -0.015 -1.1582 0.0181 1.0190
C 2.355 1.510 2.787 -0.9843 1.4481 0.3751
C 3.675 -1.926 -0.144 -0.0941 0.4593 -0.2575
C -6.896 2.827 0.154 0.0683 -1.1223 -1.5097
C -4.374 4.657 -2.086 0.7075 -1.5391 0.1718
B 0.639 0.146 -1.882 -2.1287 2.0409 -1.6064
H 10.020 -2.910 0.877 -0.2394 0.3171 -0.1177
H -3.183 -3.612 0.351 0.1262 0.0744 0.2836
H -3.590 -0.690 3.306 -0.0184 -0.3801 -0.1273
H 8.549 1.582 0.986 0.0951 0.0127 0.0372
H -2.951 3.828 -0.597 0.0169 0.1932 0.2907
H -7.249 3.620 0.813 -0.2672 0.3601 -0.5143
H -6.409 4.771 -1.757 0.0537 0.0872 -0.0900
H 2.324 3.673 4.600 0.1046 0.0724 -0.0812
H 4.321 0.456 0.085 0.5484 0.1616 0.2579
H -0.279 -5.703 -1.682 0.1298 -1.1041 -0.5700
H -2.975 -0.134 4.848 -0.4103 -0.0330 0.0372
H 3.673 -1.954 0.946 0.9524 0.3124 0.2862
H -4.626 -4.554 -0.092 -0.0725 0.0523 0.1504
H 5.918 1.870 -1.227 -0.8289 0.2826 -0.4840
H -4.763 -0.113 -1.586 -0.3306 0.2806 -0.0252
H -3.012 -1.845 4.613 0.1865 -0.3400 -0.4842
H 6.633 0.608 -2.099 -0.0159 -1.0181 -0.2865
H 10.506 -2.188 -0.728 -0.5594 -0.4441 -0.3319
H 8.405 2.060 -0.680 0.1659 -0.0751 -0.1737
H 6.814 -0.207 0.307 0.9504 -0.1696 0.7191
H -4.454 -0.065 0.134 0.1601 0.0394 0.2791
H 0.942 0.667 1.505 -0.3118 -0.4638 -0.5876
H -0.666 4.578 -0.863 0.2212 -0.3712 0.3944
H -0.930 2.868 -1.524 0.8724 0.0526 0.3440
H 2.569 -0.249 1.544 -0.5439 -0.0577 -0.3537
H -8.926 1.009 0.671 0.0978 -0.5131 -0.4705
H -0.002 4.214 -2.430 0.2530 -0.6916 0.0400
H -0.065 -2.460 -0.705 -0.9073 0.0916 -0.0055
H -2.830 5.629 -0.930 0.4183 -0.1439 0.3258
H 0.955 -3.754 -0.907 0.2678 -0.8501 1.0676
H -4.282 5.492 -2.780 -0.8531 0.3255 0.3810
H -10.098 1.857 -0.386 0.6617 -0.2649 -1.1715
H -5.124 -2.628 -1.808 0.2929 -0.1073 -0.2980
H 0.476 -2.514 3.268 0.4446 -0.4358 0.0037
H 3.461 -2.966 -0.390 0.8118 -0.0782 -0.6016
H 0.558 3.798 4.389 0.0768 -0.2724 0.2954
H 0.739 -2.079 1.550 -0.0042 0.3101 0.1121
H -6.495 2.066 0.823 -0.3627 -0.4497 0.2254
H 11.026 -1.407 0.675 0.7552 -0.7812 0.5383
H 10.420 0.460 -0.194 -0.0052 0.4604 0.0840
H 9.270 -0.163 -1.385 0.2182 0.2328 -0.4620
H 1.535 3.984 2.999 0.4379 0.1939 -0.1246
H -1.178 -5.585 -3.246 0.7178 0.8715 -0.3976
H 4.254 0.438 -1.642 -0.9870 -0.2890 -0.2656
H 2.750 -1.396 -0.372 0.1278 0.3335 -0.4719
H -4.832 2.834 -0.209 0.3113 0.5068 0.1462
H 3.316 1.426 3.294 -0.0337 -0.6976 0.1547
H -4.431 3.770 -2.718 0.8547 -0.2336 -0.5664
H -2.850 -6.350 -1.959 0.5504 -0.3387 -0.0441
H -2.666 -3.606 -1.957 -0.2138 0.4306 -0.4246
H -5.357 -2.191 -0.167 0.2367 0.0906 0.4975
H -9.272 2.633 0.840 0.3039 0.5804 -0.0375
H 2.529 2.260 2.014 0.0215 -0.0552 -0.3664
H -1.496 -2.496 2.521 -0.8389 0.1841 0.2792
H -3.257 0.536 -1.078 0.4773 -0.4376 0.2919
H -0.653 -4.026 0.002 0.1443 -0.1104 -0.2157
H -5.721 2.450 -1.596 -0.3964 -0.4603 -0.2352
H -2.092 -5.726 -0.501 -0.2398 -0.0318 0.3787
H 0.645 -0.042 3.712 -0.1820 0.0766 1.3914
H -1.351 -0.931 1.652 -0.3978 -0.1204 -0.3241
```
Forces are in eV/Å.